The following is a DFT calculation (ωB97M-V/def2-TZVPD) of a 9-piece molecular cluster, C48H121N7O6S2 overall at a distorted geometry.

XYZ file:
```
184
Properties=species:S:1:pos:R:3:forces:R:3:lowdin_charge:R:1
C 3.3918 -5.3559 3.5704 1.18 -0.15 0.26 -0.089
C 3.5218 -3.9038 4.0163 -1.07 0.47 -1.21 -0.233
N 2.2300 -3.3892 4.4901 0.18 -0.11 0.89 -0.175
C 1.2461 -3.3625 3.4267 -0.42 -0.44 -0.87 -0.263
C -0.1970 -3.0030 3.7636 0.20 -0.13 0.21 -0.082
C 2.3326 -2.0953 5.1333 -0.89 0.74 0.74 -0.277
C 3.3782 -1.9290 6.2317 0.75 -0.45 -0.77 -0.090
H 2.8162 -5.5362 2.6674 -0.47 0.16 0.27 0.037
H 3.0546 -5.9377 4.4280 -0.33 -0.16 -0.22 0.082
H 4.3727 -5.7554 3.2911 0.12 0.15 0.23 0.069
H 4.2906 -3.7862 4.7724 -0.11 -0.15 0.16 0.101
H 3.7847 -3.2515 3.1642 0.54 -0.23 -0.06 0.117
H 1.5483 -2.7201 2.5857 0.28 0.18 0.12 0.092
H 1.1715 -4.3684 3.0111 0.21 -0.02 -0.03 0.105
H -0.7970 -3.0055 2.8515 0.17 0.06 -0.14 0.059
H -0.6448 -3.7807 4.3854 0.04 0.27 0.36 0.081
H -0.2930 -2.0099 4.2019 -0.16 -0.14 0.16 0.045
H 1.3646 -1.9159 5.6178 0.03 -0.07 -0.05 0.097
H 2.4078 -1.2459 4.4298 0.34 -0.20 -0.30 0.121
H 4.3862 -1.9773 5.8070 -0.01 0.05 0.03 0.061
H 3.3373 -2.7305 6.9698 -0.26 0.15 0.15 0.079
H 3.3151 -0.9418 6.6847 -0.29 -0.08 0.18 0.070
C -0.1444 0.8167 5.3273 0.01 0.19 -0.83 -0.076
C -1.6168 1.1995 5.2214 0.23 -0.13 0.14 -0.251
N -2.1186 1.4194 3.8688 0.87 0.28 -0.15 -0.182
C -3.5522 1.6182 3.8699 -1.05 -0.72 -0.98 -0.253
C -4.1385 1.7325 2.4512 1.43 0.22 -0.36 -0.080
C -1.3634 2.4503 3.1299 -1.12 0.41 0.24 -0.244
C -1.5905 3.8694 3.6555 0.97 0.20 0.41 -0.064
H 0.1049 -0.0506 4.7126 -0.12 -0.14 0.22 0.044
H 0.1123 0.6489 6.3706 0.08 -0.12 0.00 0.081
H 0.4929 1.6107 4.9297 0.03 0.08 0.31 0.069
H -2.2133 0.3831 5.6339 -0.10 0.12 0.18 0.113
H -1.7257 2.0879 5.8596 -0.42 0.01 0.06 0.110
H -3.9824 0.6873 4.2503 -0.02 0.16 0.48 0.088
H -3.9476 2.4573 4.4541 0.33 0.06 0.36 0.116
H -3.8153 2.6625 1.9719 -0.42 0.16 0.15 0.057
H -3.6523 0.9777 1.8219 -0.32 -0.22 0.16 0.048
H -5.2171 1.6276 2.3877 -0.05 0.05 0.19 0.075
H -1.6915 2.4111 2.0909 0.29 -0.14 -0.06 0.074
H -0.2997 2.2407 3.1865 -0.02 -0.22 -0.24 0.098
H -2.6200 4.2178 3.7042 -0.08 -0.18 -0.14 0.071
H -0.9998 4.5880 3.0797 -0.20 -0.04 -0.21 0.066
H -1.1532 3.9335 4.6574 -0.27 0.08 0.10 0.070
C 5.4317 -1.3099 -4.7861 0.54 -0.36 -0.53 -0.088
C 4.4135 -0.1721 -4.8472 0.78 -0.65 0.11 -0.269
N 4.6304 0.7948 -5.9244 -0.02 0.22 0.58 -0.171
C 5.7889 1.6486 -5.5698 -0.95 -0.02 0.11 -0.242
C 6.0754 2.6555 -6.6621 0.41 -0.22 -0.43 -0.087
C 3.3816 1.5664 -6.0029 -0.32 -0.11 -0.28 -0.260
C 2.3749 0.8670 -6.9213 -0.49 0.17 -0.02 -0.080
H 5.6378 -1.6767 -5.7962 -0.09 0.09 -0.04 0.080
H 5.0752 -2.1779 -4.2315 -0.25 0.18 0.11 0.045
H 6.4088 -1.0758 -4.3578 -0.11 0.35 0.07 0.068
H 3.4520 -0.6647 -4.9930 -0.18 0.34 0.09 0.106
H 4.4404 0.3714 -3.8888 -0.41 -0.11 0.13 0.100
H 5.5419 2.1877 -4.6402 0.25 -0.06 0.15 0.110
H 6.6249 0.9802 -5.3737 0.12 0.09 -0.09 0.107
H 5.4322 3.5291 -6.5906 -0.01 0.01 -0.07 0.054
H 7.1125 2.9957 -6.6586 -0.03 0.04 0.23 0.071
H 5.9281 2.1567 -7.6231 -0.10 0.16 -0.06 0.081
H 3.5351 2.5912 -6.3372 0.31 -0.14 -0.35 0.101
H 2.9453 1.7109 -5.0032 -0.02 -0.13 0.09 0.092
H 1.5656 1.5473 -7.2001 0.11 0.12 -0.03 0.070
H 1.8554 0.0123 -6.4799 0.29 -0.05 0.26 0.055
H 2.8440 0.5023 -7.8341 0.15 0.16 0.00 0.073
C -2.0568 6.5548 -3.4483 0.64 0.24 1.00 -0.079
C -0.9378 6.1116 -2.4799 -0.74 0.15 -0.45 -0.257
N -1.4331 5.3356 -1.3305 0.88 0.29 -0.53 -0.153
C -0.2845 5.0761 -0.4697 0.04 0.26 1.46 -0.265
C 0.2255 6.2693 0.3423 -0.17 0.36 0.23 -0.089
C -1.9503 4.0609 -1.8249 -0.04 -0.21 0.10 -0.250
C -2.5937 3.1925 -0.7541 0.08 -0.45 -0.26 -0.079
H -2.9003 6.9358 -2.8707 -0.04 -0.05 0.03 0.077
H -2.4095 5.7518 -4.0873 0.13 0.17 -0.31 0.060
H -1.6260 7.4080 -3.9718 -0.33 -0.21 -0.62 0.069
H -0.1729 5.5479 -3.0327 -0.02 -0.22 -0.06 0.098
H -0.4285 7.0201 -2.1550 -0.15 -0.05 0.43 0.104
H 0.5935 4.6739 -0.9977 -0.27 -0.37 -0.33 0.094
H -0.5851 4.3654 0.3018 0.04 -0.34 -0.30 0.094
H 0.8762 5.9545 1.1631 0.20 -0.32 -0.29 0.071
H -0.5814 6.7793 0.8742 -0.17 0.11 -0.39 0.078
H 0.7902 6.9888 -0.2529 -0.13 0.12 0.02 0.052
H -2.6878 4.2115 -2.6133 0.04 0.36 0.07 0.106
H -1.1210 3.5054 -2.2976 -0.04 -0.14 -0.04 0.118
H -3.3274 3.7139 -0.1393 0.17 0.23 0.00 0.082
H -3.1366 2.3900 -1.2615 0.05 -0.05 0.02 0.062
H -1.8342 2.7152 -0.1316 -0.14 0.07 0.17 0.036
C -3.0545 -0.5133 -4.4454 -0.13 -0.57 0.36 -0.079
C -3.3167 -1.7122 -3.5046 0.83 0.95 -0.09 -0.257
N -3.4988 -1.3058 -2.1102 -0.20 -0.24 -0.26 -0.189
C -3.4272 -2.4840 -1.2328 -0.18 -0.21 -0.19 -0.246
C -2.0798 -3.1933 -1.3129 0.34 0.16 -0.33 -0.090
C -4.7549 -0.5553 -1.9574 0.92 -0.08 0.02 -0.238
C -4.8898 0.0010 -0.5468 -1.48 -0.96 -0.64 -0.088
H -2.4671 -0.9416 -5.2572 -0.12 0.47 -0.34 0.072
H -2.4709 0.2579 -3.9415 0.14 -0.11 0.05 0.060
H -3.9572 -0.0298 -4.8150 -0.03 -0.16 -0.16 0.064
H -4.1158 -2.3409 -3.9211 -0.25 -0.03 0.26 0.122
H -2.4001 -2.2982 -3.5489 -0.08 -0.17 0.06 0.093
H -3.6457 -2.2068 -0.2037 0.14 0.20 -0.02 0.093
H -4.1999 -3.2178 -1.5100 -0.21 0.02 0.01 0.120
H -1.8293 -3.7475 -0.4092 -0.15 0.00 0.07 0.073
H -2.0436 -3.8907 -2.1502 -0.04 -0.11 0.09 0.072
H -1.2761 -2.4768 -1.5029 0.02 0.04 0.22 0.056
H -5.5902 -1.1875 -2.2926 -0.28 0.00 0.41 0.123
H -4.7475 0.2955 -2.6439 0.21 -0.10 -0.09 0.106
H -5.0475 -0.8176 0.1569 0.50 0.18 0.19 0.038
H -5.8728 0.4848 -0.5421 0.39 0.64 0.25 0.082
H -4.0564 0.6416 -0.2864 -0.12 0.11 0.08 0.041
C -7.1637 -4.1501 5.1069 -1.33 -0.40 0.36 -0.101
C -7.2877 -2.7771 4.4922 0.18 0.09 -0.57 -0.261
N -6.0788 -2.3809 3.7603 0.07 -0.40 0.49 -0.190
C -4.8863 -2.3404 4.6031 0.27 1.70 -0.48 -0.246
C -3.6000 -2.5044 3.7921 0.01 -1.22 0.59 -0.079
C -6.2797 -1.1429 3.0339 -0.16 0.32 -1.10 -0.265
C -7.0716 -1.3994 1.7415 -0.55 -0.20 0.36 -0.086
H -6.6912 -4.1759 6.0878 0.68 -0.10 -0.35 0.066
H -6.8118 -4.8599 4.3594 0.59 -0.01 0.31 0.084
H -8.1671 -4.5213 5.3565 -0.07 0.21 -0.15 0.072
H -8.0829 -2.8258 3.7472 -0.08 0.08 0.07 0.102
H -7.6040 -2.0319 5.2387 0.15 0.09 0.07 0.121
H -4.8422 -1.3353 5.0613 0.00 -0.09 0.37 0.105
H -4.9286 -3.0462 5.4257 -0.07 -0.28 -0.21 0.104
H -3.3092 -1.6898 3.1312 -0.33 0.12 -0.04 0.056
H -2.7649 -2.6814 4.4727 0.01 0.25 0.06 0.052
H -3.7006 -3.4462 3.2446 0.10 0.20 -0.36 0.082
H -5.3450 -0.6831 2.7022 0.29 -0.40 0.38 0.076
H -6.7691 -0.3693 3.6455 -0.12 -0.04 0.12 0.122
H -8.0990 -1.6735 1.9889 -0.02 -0.09 -0.13 0.061
H -6.6235 -2.2379 1.2076 0.03 -0.02 0.01 0.078
H -7.1433 -0.5586 1.0505 0.17 0.16 0.30 0.054
C 4.0915 -6.2190 0.0644 0.05 0.29 -0.04 -0.084
C 4.3726 -5.1380 -0.9866 -0.43 -0.91 0.05 -0.274
N 4.3162 -3.7922 -0.4620 0.18 0.44 -0.21 -0.171
C 3.0943 -3.4195 0.2490 -0.19 -1.27 0.06 -0.239
C 1.7951 -3.6673 -0.5116 -0.52 0.52 -0.77 -0.068
C 4.7164 -2.8705 -1.5081 0.06 0.74 -0.47 -0.272
C 4.5977 -1.3914 -1.1472 -0.29 0.08 0.28 -0.085
H 3.0732 -6.2217 0.4583 -0.11 0.26 -0.27 0.055
H 4.7295 -6.0557 0.9328 0.23 -0.27 -0.08 0.066
H 4.2312 -7.2064 -0.3754 0.28 -0.02 0.12 0.073
H 5.3474 -5.3088 -1.4534 0.28 0.15 0.48 0.113
H 3.7216 -5.3375 -1.8580 -0.46 0.41 0.13 0.112
H 3.0520 -4.0172 1.1605 0.12 -0.04 0.00 0.070
H 3.1622 -2.3976 0.6110 -0.03 0.12 -0.28 0.089
H 1.8088 -3.1878 -1.4974 0.03 0.35 0.15 0.070
H 1.5234 -4.6927 -0.7753 0.46 -0.26 0.52 0.071
H 0.9433 -3.2543 0.0347 0.06 0.07 0.02 0.055
H 4.1616 -3.0071 -2.4529 -0.19 -0.26 0.08 0.098
H 5.7575 -3.0868 -1.7682 0.02 -0.05 0.10 0.116
H 3.5663 -1.0266 -1.1496 -0.11 -0.29 0.08 0.056
H 5.1005 -0.7447 -1.8672 0.33 -0.23 0.03 0.055
H 4.9852 -1.2183 -0.1409 0.18 0.14 -0.09 0.087
O 4.0424 5.1358 -4.6598 -0.13 -0.86 -0.09 -0.276
S 3.1782 4.7051 -3.6042 0.62 1.41 1.35 0.590
O 1.8779 4.1590 -3.8752 0.56 -0.11 0.24 -0.286
O 4.0457 3.7299 -2.6373 -0.46 0.61 -1.39 -0.271
C 3.6599 3.5663 -1.2551 0.08 -1.00 -0.28 -0.256
C 4.0459 2.1580 -0.8523 0.51 0.16 0.44 -0.057
C 3.0237 6.1327 -2.5045 -0.87 -0.68 0.45 -0.114
H 2.5804 3.6887 -1.1586 0.05 0.20 0.15 0.098
H 4.2497 4.2818 -0.6820 -0.37 0.17 0.13 0.127
H 5.1301 2.0298 -0.8841 0.01 0.10 -0.13 0.087
H 3.6218 1.3753 -1.4775 -0.33 0.16 0.02 0.058
H 3.7664 2.0250 0.1953 -0.20 -0.22 -0.09 0.089
H 2.4689 5.7936 -1.6274 0.05 0.03 -0.01 0.028
H 2.4008 6.9085 -2.9437 0.25 -0.05 -0.42 0.076
H 3.9889 6.4994 -2.1694 0.15 -0.06 -0.38 0.079
O 1.4653 -0.5129 1.4016 0.37 0.41 -0.36 -0.279
S 0.5242 0.1706 0.5695 -1.73 -0.86 0.03 0.577
O 0.4572 1.6105 0.5029 0.51 -0.56 -0.15 -0.298
O 0.6584 -0.4731 -0.9005 0.15 1.02 0.88 -0.275
C -0.0990 0.1992 -1.9560 0.45 -0.72 -0.88 -0.235
C 0.7468 0.0582 -3.2180 -0.11 0.57 0.16 -0.047
C -1.1092 -0.4447 1.0246 0.60 0.52 -0.27 -0.091
H -0.2963 1.2358 -1.6953 0.05 0.02 0.07 0.097
H -1.0273 -0.3613 -2.0849 -0.15 0.22 0.20 0.085
H 1.6745 0.6287 -3.1411 0.07 -0.14 0.16 0.063
H 0.2259 0.4850 -4.0780 -0.16 -0.17 0.02 0.080
H 0.9746 -0.9900 -3.4041 0.01 -0.01 -0.05 0.082
H -1.3198 -0.0930 2.0366 -0.02 -0.07 0.05 0.049
H -1.0769 -1.5286 0.9517 0.01 -0.01 0.07 0.053
H -1.8344 -0.0324 0.3221 -0.01 -0.02 -0.03 0.055
```
Forces are in eV/Å.

DFT total energy = -3532.42284 Eh
Molar mass = 956.7 g/mol
Net charge = 0
Orbital gap = 8.56 eV
HOMO = -8.065 eV
Energy relative to the best compared isomer or geometry (same formula, charge and spin) = 0.00 kJ/mol